Entry 1:
Computed, not measured: C2H7NOS as an isolated structure at a distorted geometry, with the ωB97M-V functional and the def2-TZVPD basis.

Geometry as XYZ:
```
12
Properties=species:S:1:pos:R:3:forces:R:3
C 1.053787 -0.289756 -1.446490 -0.2103 0.1902 -0.9171
C 1.807239 -0.499445 -0.377056 0.1000 0.0985 0.6653
N -1.787254 -0.490435 -0.122583 3.4381 1.3263 0.1438
O -4.067514 0.257843 0.211027 -2.2836 2.5252 0.4093
S -3.253074 -0.909534 -0.025032 -2.1444 -2.7793 -1.0442
H -4.404857 -1.316262 1.764160 0.9574 -0.5094 2.5117
H 1.088394 -0.878884 -2.375677 0.3728 -0.2381 0.7335
H 0.349376 0.514464 -1.603862 0.0123 0.3654 0.6290
H 2.465729 -1.362465 -0.378645 0.0840 0.1018 0.0750
H 1.833563 0.115214 0.562729 -0.3249 -0.5293 -1.2317
H -1.328434 -1.351487 -0.311884 1.4924 -0.8526 -0.5616
H -3.939031 -1.459214 2.420541 -1.4937 0.3014 -1.4130
```
Forces are in eV/Å.

Results
- ⟨S²⟩ = 2.012
- E_HOMO (alpha / beta) (eV) = -7.60 / -10.40
- E_tot (eV) = -16553.62096
- E_LUMO (alpha / beta) (eV) = 0.791 / -3.687
- net charge = 0
- relative energy (zero: lowest compared OMol25 entry of this formula, charge and spin) (kcal/mol) = 53.6
- spin multiplicity = 3



Entry 2:
Computed, not measured: a 3-piece molecular cluster, C2H7NOSi overall at a distorted geometry, with the ωB97M-V functional and the def2-TZVPD basis.

Geometry as XYZ:
```
12
Properties=species:S:1:pos:R:3:forces:R:3
C 1.178119 0.490795 1.301463 -0.6048 0.9150 -1.8626
C 0.910720 0.179051 0.016162 0.5414 -1.1287 0.2484
N -1.567574 1.719940 -0.069721 -0.5077 1.3254 0.5726
O -1.505701 -0.692964 -1.479957 -0.9035 -1.9484 -1.6436
Si -0.818444 0.318971 -0.653134 0.8818 1.5223 2.1139
H 2.088792 0.688817 1.817050 1.0656 -0.9913 -0.0272
H 0.380560 0.921719 1.835820 -1.0796 0.5480 0.7146
H 1.609793 -0.388566 -0.626848 0.0075 0.7148 0.4437
H -1.417783 2.610437 -0.540765 0.1240 -0.3662 0.2039
H -2.258438 1.872355 0.675085 0.4871 -0.6003 -0.7598
H 0.764897 -4.256324 -1.312139 -0.4653 2.9657 1.3187
H 0.635059 -3.464232 -0.963018 0.4535 -2.9563 -1.3227
```
Forces are in eV/Å.

Results
- E_HOMO (eV) = -9.96
- E_tot (eV) = -13601.43614
- E_LUMO (eV) = 0.005
- net charge = 0
- relative energy (zero: lowest compared OMol25 entry of this formula, charge and spin) (kcal/mol) = 46.6



Entry 3:
Computed, not measured: a 3-piece molecular cluster, C2H7NS overall at a distorted geometry, with the ωB97M-V functional and the def2-TZVPD basis.

Geometry as XYZ:
```
11
Properties=species:S:1:pos:R:3:forces:R:3
C 0.560067 -1.607403 0.933618 0.6511 -0.9217 -0.4052
S -1.862153 -0.936999 -0.801810 0.2419 -0.2807 0.1990
H 1.211073 -0.949816 1.459237 0.2290 0.6759 0.1872
H 0.024409 -2.250665 1.567547 -0.4885 -0.9449 0.9421
H 1.062635 -2.159377 0.164377 0.5364 -0.4251 -0.1526
C -0.077470 2.119738 -0.910271 1.0439 0.5741 0.0495
N 0.218454 1.185739 -0.097791 -0.3863 2.2922 0.1793
H 0.430483 3.114786 -0.770116 -0.2155 -1.0103 -0.7725
H -0.776861 1.945953 -1.764343 0.0022 0.5070 0.8425
H -0.181239 -1.084270 0.380974 -1.3110 1.1890 -0.7472
H -0.609398 0.622315 -0.161423 -0.3033 -1.6554 -0.3221
```
Forces are in eV/Å.

Results
- E_HOMO (eV) = -9.55
- E_tot (eV) = -14507.53016
- E_LUMO (eV) = -3.385
- net charge = 0
- relative energy (zero: lowest compared OMol25 entry of this formula, charge and spin) (kcal/mol) = 118.3



Entry 4:
Computed, not measured: a 2-piece molecular cluster, C2H7NS2 overall at a distorted geometry, with the ωB97M-V functional and the def2-TZVPD basis.

Geometry as XYZ:
```
12
Properties=species:S:1:pos:R:3:forces:R:3
C -0.496688 2.248026 0.240793 -1.2372 1.0658 2.9926
N -0.103864 2.033732 -1.076499 0.8428 -0.6011 -1.5244
S 1.004282 0.959335 -1.295789 0.1041 0.5868 -0.4755
H -0.334267 1.268291 0.903424 -0.2447 2.4049 -0.9399
H 0.097508 3.214203 0.605291 -1.0445 -2.1424 -0.3723
H -1.603647 2.612819 0.245974 1.8032 -0.8281 0.1373
C -0.132992 -1.915666 -0.136759 1.3461 3.1894 0.1545
S 0.742751 -2.773481 1.193724 -2.4252 0.2168 0.8317
H -0.202822 -2.325156 -1.135071 -0.1399 -0.7151 0.1939
H 0.344786 -0.839220 -0.283028 -0.5510 -2.3726 0.3796
H -1.051948 -1.601410 0.285535 -1.3763 -0.2475 0.0476
H 1.736904 -2.881473 0.452406 2.9227 -0.5569 -1.4251
```
Forces are in eV/Å.

Results
- E_HOMO (eV) = -8.49
- E_tot (eV) = -25344.87812
- E_LUMO (eV) = -1.271
- net charge = 0
- SMILES string = CN=S.CS
- relative energy (zero: lowest compared OMol25 entry of this formula, charge and spin) (kcal/mol) = 73.1



Entry 5:
Computed, not measured: a 2-piece molecular cluster, C2H7NS2 overall at a distorted geometry, with the ωB97M-V functional and the def2-TZVPD basis.

Geometry as XYZ:
```
12
Properties=species:S:1:pos:R:3:forces:R:3
C -3.063391 -1.877215 -1.169929 0.7300 0.0094 -0.2116
N -2.492064 -0.926861 -1.776345 -0.7684 0.2830 -0.2809
H -3.468437 -2.684398 -1.777566 0.0320 -0.1562 0.1833
H -3.060191 -1.977049 -0.083960 -0.4464 0.0466 0.0618
H -2.246446 -0.169092 -1.144713 0.4886 -0.1760 0.2591
C 1.031910 1.561952 -0.859715 -1.4112 0.2367 -1.5365
S 1.108751 -0.079952 -0.131675 0.4295 0.4036 1.5332
S 0.983781 0.470130 1.942203 0.4478 0.1942 -1.1690
H 0.945579 2.455026 -0.247581 0.3754 -0.3964 0.6141
H 1.774684 1.725811 -1.640423 0.3405 -0.2239 0.3255
H 0.077664 1.536988 -1.396819 0.0543 0.2687 -0.1315
H 1.953381 1.416897 1.794126 -0.2721 -0.4896 0.3525
```
Forces are in eV/Å.

Results
- E_HOMO (eV) = -8.61
- E_tot (eV) = -25346.67291
- E_LUMO (eV) = 0.286
- net charge = 0
- SMILES string = C=N.CSS
- relative energy (zero: lowest compared OMol25 entry of this formula, charge and spin) (kcal/mol) = 31.7



Entry 6:
Computed, not measured: a 2-piece molecular cluster, C2H7NS2 overall at a distorted geometry, with the ωB97M-V functional and the def2-TZVPD basis.

Geometry as XYZ:
```
12
Properties=species:S:1:pos:R:3:forces:R:3
C 0.298640 1.503760 2.400712 -0.5570 -0.3907 0.0572
C 0.347886 1.510853 1.071549 0.3077 -0.3424 0.2957
N 1.131744 0.596724 0.289216 -0.4390 -0.9307 -0.3038
H 0.696853 0.675897 2.980893 0.6892 0.2285 -0.1968
H -0.298428 2.170373 3.010996 -0.2062 0.1881 -0.4200
H -0.315962 2.086644 0.441812 0.1710 0.7332 0.2568
H 0.868150 -0.354035 0.527290 0.1602 0.0085 -0.0688
H 2.141220 0.646738 0.325212 -0.1506 0.4493 0.3537
S -0.195531 -2.602428 -2.321152 -0.9566 -0.4622 -0.4290
S -2.240535 -2.273414 -2.721421 0.0216 -0.3244 0.2553
H -0.058161 -1.339777 -1.987835 0.4674 0.7521 0.1063
H -2.375876 -2.621336 -4.017273 0.4924 0.0906 0.0933
```
Forces are in eV/Å.

Results
- E_HOMO (eV) = -9.12
- E_tot (eV) = -25346.66458
- E_LUMO (eV) = 0.213
- net charge = 0
- SMILES string = C=CN.SS
- relative energy (zero: lowest compared OMol25 entry of this formula, charge and spin) (kcal/mol) = 31.9



- Look up the E_tot of the fifth one.
  -25346.67291 eV



- E_tot of number 3 (C2H7NS)?
  -14507.53016 eV



- Which of these has the highest relative energy (zero: lowest compared OMol25 entry of this formula, charge and spin)?
  C2H7NS